(1)
The following is a quantum chemistry calculation of HO5S2 as an isolated structure, from the OMol25 dataset.

Properties
Energy ... -31924.804 eV
LUMO level ... 0.128 hartree
E_HOMO ... -4.15 eV
F_max ... 3.11 eV/Å

```
! RIJCOSX wB97M-V def2-TZVPD def2/J DEFGRID3
* xyz -1 1
O -1.4811 0.9288 0.4438
S -0.5180 2.0476 -0.0310
O 1.9632 0.6761 -1.4277
O 0.3970 -0.5666 -0.1234
O 1.2416 1.6074 0.6399
S 1.6854 0.3609 -0.0730
O 2.7323 -0.2939 0.6359
H -0.5950 -0.1207 0.0323
*
```


(2)
The following is a quantum chemistry calculation of C8H6CeNO5 as an isolated structure, from the OMol25 dataset.

Properties
Energy ... -33008.138 eV
LUMO level (alpha / beta) ... -0.559 / -0.560 hartree
E_HOMO (alpha / beta) ... -20.62 / -20.62 eV
F_max ... 8.86 eV/Å

```
! RIJCOSX wB97M-V def2-TZVPD def2/J DEFGRID3
* xyz 3 1
C -0.5452 -0.4194 3.6858
H 1.5246 -0.1021 4.3486
N -0.1547 -0.2104 1.1224
C -0.2869 -1.5292 -4.1087
Ce 0.0549 0.3236 -1.0704
O 2.8781 -1.0547 -2.7998
O 0.3678 -3.6436 -3.0644
O -0.1790 5.5222 -2.8789
H 0.5623 1.3868 4.2892
H 0.3167 0.2256 5.5881
C 0.1001 -2.5526 -3.4799
C -0.1965 4.6538 -3.6202
H 0.8386 1.7592 -0.5075
C 0.5287 0.3179 4.5214
O -0.5907 -0.7208 -4.9378
O -2.8543 -0.9184 -2.6827
C 1.9056 -0.6658 -2.2971
C -1.8472 -0.5544 -2.2353
C -0.3391 -0.3080 2.2728
H -1.5438 -0.0145 3.9181
H -0.5401 -1.4952 3.9364
*
```


(3)
The following is a quantum chemistry calculation of a 2-piece molecular cluster, C30H36N2OS2 overall, from the OMol25 dataset.

Properties
Energy ... -58390.838 eV
LUMO level ... -0.057 hartree
E_HOMO ... -5.75 eV
F_max ... 1.52 eV/Å

```
! RIJCOSX wB97M-V def2-TZVPD def2/J DEFGRID3
* xyz 0 1
H -5.1018 0.1853 -5.0996
C 1.7461 -2.6513 2.4442
C -5.6351 2.7857 -2.1685
H 2.2240 1.8600 3.9080
C 1.5561 -0.2349 2.4640
H -4.3798 4.1992 -1.1490
C 2.7395 0.9952 5.8104
O 3.7419 -0.3676 -3.8810
H 5.1844 1.4720 -5.2502
S 3.1612 -1.2716 -1.5306
H -2.7643 0.1078 -5.6676
H -5.7046 3.5471 -0.1741
H 1.3728 -4.6947 4.1046
C 2.5386 -2.6464 6.6098
H -4.9130 3.2206 -4.9276
H 0.7625 -3.7971 6.2235
C 2.4026 -0.2283 6.6435
H -6.4036 2.0441 -1.8789
H 5.2923 -0.9571 -5.2059
C 1.4782 -1.4484 1.7328
C 2.0832 -3.9763 4.5307
H -0.8938 -0.0683 -4.1126
H 3.7916 0.9452 5.5030
C -1.9904 0.9119 -1.0336
C 1.9408 -2.6756 3.8072
H 3.6269 -2.8380 6.6302
N 2.2834 -1.4374 5.8570
S 3.9689 -2.9488 -3.8377
H 0.4031 0.5278 0.2599
C -3.1180 1.0239 -5.1834
N -4.7239 2.1877 -3.1212
H 0.8350 1.3722 4.8782
H 2.2157 -4.7553 6.5465
C -1.1416 0.2895 -1.9922
C 1.1365 -1.4801 0.3389
C 4.2862 -0.4967 -5.2211
C -4.6294 1.1399 -5.3618
H 3.4369 1.4619 -5.6593
C 1.8403 -3.8660 6.0338
C 2.0078 -1.4408 4.5239
H 4.6415 0.8708 -6.8173
C 4.3844 0.9164 -5.7554
H -1.7201 0.8736 0.0223
C -1.5386 0.3800 -3.3567
C -3.1478 1.5786 -1.3909
C 0.5060 -0.4113 -0.3011
C -5.1927 2.2462 -4.4889
H 3.0855 -4.4000 4.3648
H 1.4545 -0.0461 7.1844
C -4.9429 3.2883 -0.9144
H 1.7482 -3.5925 1.8912
H 2.2222 -2.4708 7.6479
C 3.5987 -1.4925 -3.1239
H -6.2903 2.2055 -4.4688
H -4.5818 1.4762 0.1918
C -3.9940 2.2349 -0.3486
C 1.8499 1.0738 4.5722
C 0.0437 -0.4038 -1.6071
H -4.8777 1.3630 -6.4026
H 3.6211 -1.0888 -5.8771
H -3.3415 2.7042 0.3963
H -6.1583 3.6090 -2.6737
H 1.2404 -2.4529 -0.1520
C 1.7963 -0.2161 3.8236
H 0.6070 -0.9254 -2.3824
H -2.6396 1.8643 -5.7076
H 1.4339 0.7227 1.9498
C -3.5496 1.6059 -2.7612
C -2.7064 1.0033 -3.7471
H 2.6159 1.8864 6.4305
H 3.1748 -0.3988 7.4078
*
```


(4)
The following is a quantum chemistry calculation of a 2-piece molecular cluster, C4H6N2O2 overall, from the OMol25 dataset.

Properties
Energy ... -11318.721 eV
LUMO level ... 0.023 hartree
E_HOMO ... -8.97 eV
F_max ... 1.32 eV/Å

```
! RIJCOSX wB97M-V def2-TZVPD def2/J DEFGRID3
* xyz 0 1
O 1.5309 1.6116 0.8268
H 0.9005 -2.6557 0.7602
C -1.4395 -0.2985 0.3628
O 0.2399 2.4709 -0.7854
H 0.8996 0.5123 -0.8055
H -0.8546 -1.5134 1.9302
H -2.2087 1.3469 -0.3983
C 0.9448 1.4884 -0.2123
H 0.2930 3.2800 -0.2455
H 1.5380 -1.9879 -1.3589
N 0.7687 -1.4629 -0.9522
C 0.3717 -1.8903 0.1817
N -2.2750 0.3609 -0.1932
C -0.7094 -1.2624 0.8896
*
```


(5)
The following is a quantum chemistry calculation of an isolated ion of composition C7H14N3O3 and charge +1, from the OMol25 dataset.

Properties
Energy ... -18090.316 eV
LUMO level ... -0.118 hartree
E_HOMO ... -13.65 eV
F_max ... 4.42 eV/Å

```
! RIJCOSX wB97M-V def2-TZVPD def2/J DEFGRID3
* xyz 1 1
N 0.6977 -0.9587 0.1487
H 1.0587 -1.9536 0.1627
O 1.5257 2.2981 -0.4554
H 3.4844 -1.8258 0.9445
H -2.9989 -1.1379 -2.3308
N -0.4194 1.2307 -0.1669
O -1.6920 -0.3850 1.0599
C -1.1401 2.5136 -0.5029
N 2.8674 -0.1706 -0.4134
H -1.2036 3.2355 0.4026
C -1.0847 -0.0698 -0.0348
H 4.6057 -1.3452 -0.2417
H 3.0785 -2.2324 -0.8783
H 3.4867 0.6268 -0.2541
H -0.5797 -0.0768 2.5788
H -0.6613 2.9680 -1.3196
H -2.1308 2.3342 -0.8292
C -2.5248 -1.4683 -1.4295
H -3.2265 -1.3545 -0.6628
C -1.5349 0.1122 2.3360
C 3.4905 -1.4528 -0.1897
H -2.3211 -2.5591 -1.7394
O -1.3890 -0.5767 -1.1956
C 0.9366 1.2709 -0.2838
H -2.2126 -0.1970 3.0846
C 1.5473 -0.0543 -0.1142
H -1.6597 1.2286 2.3246
*
```


(6)
The following is a quantum chemistry calculation of a 2-piece molecular cluster, C6H15NS overall, from the OMol25 dataset.

Properties
Energy ... -18787.705 eV
LUMO level ... -0.029 hartree
E_HOMO ... -8.86 eV
F_max ... 4.42 eV/Å

```
! RIJCOSX wB97M-V def2-TZVPD def2/J DEFGRID3
* xyz 0 1
S -0.7773 3.5398 1.8404
H -1.0161 -2.7183 -0.2881
C -0.5288 -0.7513 -1.0846
H 1.6075 -2.4903 -1.8899
H -1.1851 -0.7284 0.8146
H -0.8139 -2.6364 -2.1057
H 1.0211 3.2043 2.5016
H 1.0678 1.4958 -1.1455
H 1.1002 2.8387 0.1736
C 0.9251 1.7897 -0.0468
C -0.4179 1.2493 0.4049
H 0.3003 -0.2697 -1.5714
H 1.1796 -3.8059 -0.9080
H 1.4608 -2.2969 -0.0255
N -0.4542 -0.2159 0.3428
C -0.4367 -2.2970 -1.1451
H -0.1543 1.3399 2.5683
H -1.4900 -0.4778 -1.5408
H 1.6424 1.1888 0.5429
C 1.0278 -2.7072 -0.9620
H -1.2537 1.6554 -0.1844
C -0.8839 1.7018 1.8086
H -1.9205 1.3916 1.9002
*
```